An isolated molecule of C9H19NO. Source: the Open Molecules 2025 dataset; level of theory: ωB97M-V with the def2-TZVPD basis set.

XYZ file:
```
30
Properties=species:S:1:pos:R:3:forces:R:3:mulliken_charge:R:1
H 1.6387 -0.8446 -1.6843 -0.0444 0.0349 -0.0765 0.45
H 1.5895 1.6423 1.5924 -0.0743 -0.0600 -0.0158 0.51
H -0.0004 1.0070 1.1269 0.0590 0.0103 0.0673 0.25
H 0.4122 3.4408 0.5562 -0.0547 0.1079 0.0154 0.42
C -0.3957 -0.7510 -0.9902 0.3428 -0.0985 -0.1219 -0.26
H -2.6012 -1.6745 0.7138 0.0020 -0.1257 0.1213 0.27
C 0.7166 2.6265 -0.0970 -0.0470 -0.2332 0.1733 -1.36
H -4.4978 0.7061 0.9814 -0.0775 0.2162 -0.1077 0.25
H 1.3341 -1.3389 1.2690 0.0386 0.0687 0.0549 0.23
C 2.1542 -0.7133 0.8730 0.1668 -0.0457 -0.0778 -0.33
C -2.7051 -0.1739 -0.8939 -0.2082 -0.0198 -0.0772 -0.57
H 0.8728 0.7328 -1.8635 -0.0048 -0.0969 -0.1220 0.44
H 1.6283 2.9139 -0.6145 0.1021 0.0711 -0.0616 0.34
H -0.6137 -1.4276 -1.8326 0.0030 0.0407 0.0847 0.47
N 1.6809 0.3463 -0.0027 0.0839 0.0477 0.2018 0.12
H -3.3071 0.7138 -1.1052 -0.0454 -0.1493 -0.0117 0.32
H 2.6248 -0.2223 1.7296 -0.1064 -0.0448 -0.0075 0.43
C -3.1011 -0.7567 0.4336 0.3034 0.0448 -0.2452 0.11
C 0.9621 1.3748 0.7364 0.0311 0.1972 -0.0061 -0.36
H -0.0738 2.4567 -0.8214 -0.0653 0.0726 -0.1012 0.25
H 3.7022 -2.2004 0.9648 0.0540 -0.1094 0.0232 0.43
O -1.3663 0.2719 -0.9462 0.0979 0.1760 0.0405 -0.19
H -0.4082 -1.3470 -0.0676 -0.0229 -0.0024 -0.0604 0.24
H 3.9327 -0.9917 -0.3044 0.1059 0.0431 -0.0686 0.33
H -4.2507 -0.6497 2.1869 -0.0243 -0.1178 0.1603 0.27
C -3.9890 -0.2080 1.2401 -0.0835 -0.0244 0.0867 -0.82
H 2.7476 -2.2884 -0.5099 0.0263 -0.1020 -0.0871 0.32
C 0.9939 -0.1171 -1.1904 -0.3360 -0.1476 0.0117 -1.48
C 3.1970 -1.6062 0.2071 -0.2389 0.1015 0.1574 -1.38
H -2.8774 -0.9217 -1.6873 0.0169 0.1448 0.0499 0.30
```
Positions in Å, forces in eV/Å.

As for the SMILES: C=CCOCCN(CC)CC. The value obtained for the strongest force on any atom is 0.4 eV/Å. As for the charge: 0. As for the energy above the lowest of the compared OMol25 structures with the same formula, charge and spin: 2.289 eV. The calculation puts the frontier orbital gap at 9.27 eV. The total energy comes out at -13177.3238 eV.

A structure of composition C9H19NO4Si at a distorted geometry. Source: the Open Molecules 2025 dataset; level of theory: ωB97M-V with the def2-TZVPD basis set.

XYZ file:
```
34
Properties=species:S:1:pos:R:3:forces:R:3:mulliken_charge:R:1
H 2.8763 2.0194 -0.2168 1.0616 0.3419 0.1681 0.42
O 0.1105 -1.0225 -0.9068 -0.5187 -0.1434 1.1480 -0.39
Si -0.8225 -0.0352 0.0245 0.0163 -0.0035 0.5347 0.27
C 1.6251 0.6928 0.8272 -0.3624 0.5010 0.3160 -0.17
H 2.3957 0.0488 -1.7941 0.3717 -0.0190 0.2866 0.34
C 0.0419 2.6764 -1.7555 1.5795 -1.1887 0.7120 -0.77
O 0.2536 0.5808 1.1314 -1.1993 -0.0399 -0.4423 -0.27
H -0.2202 -2.2798 0.7718 -0.7057 -0.4026 0.4389 0.07
H -1.9663 3.0507 -0.9918 0.0960 0.4759 -0.0158 0.46
H 1.6848 0.7925 -3.1927 -0.0193 -0.0787 -0.1414 0.39
O -1.6343 1.1147 -0.9078 0.4656 -2.8343 1.0391 -0.44
H -0.7606 2.5165 0.2303 -0.1673 0.6022 -0.5285 0.27
C 1.4849 0.4972 -2.1601 -0.1442 2.2160 0.1265 -1.00
H -1.3810 -4.2527 1.7931 0.1873 0.1163 -0.1233 0.37
C -1.9563 -3.3887 1.4588 -0.3916 0.3560 0.2668 -1.58
H -2.7676 -3.2735 2.1738 -0.1149 0.1420 0.2510 0.35
C -1.1106 -2.1109 1.4304 1.7195 -1.6551 -0.2624 1.26
H 0.2301 -0.9847 2.7328 -0.0528 -0.4086 -0.2966 0.17
C 1.8270 1.9095 -0.0490 -0.1200 -0.8911 -1.2697 -1.14
H -2.4549 -3.6311 0.5216 0.3368 0.1606 -0.2600 0.37
C 0.3889 -0.5140 -2.1515 -0.5502 -0.2902 -1.6933 -0.38
H -0.2389 2.5004 -2.8135 0.2652 0.1307 0.5627 0.31
H -1.2857 -1.2916 3.4250 -0.1196 -0.5356 -0.0322 0.30
H 2.1260 0.8117 1.7847 0.2989 0.0880 0.0586 0.51
O -1.8139 -1.0277 0.8865 -0.6624 1.3963 -0.8028 -0.57
N 1.2242 1.7758 -1.3901 -1.1526 -0.4101 -0.5357 0.19
H 1.4498 2.7822 0.4605 -0.1646 0.3481 0.0292 0.37
H -0.5435 -0.1137 -2.5313 -0.0261 0.5440 -0.5751 0.36
H 1.9831 -0.2202 0.3566 0.1184 -0.0385 -0.0729 0.26
C -1.1167 2.3961 -0.8134 0.0681 1.3794 0.6697 -0.27
C -0.5312 -1.7728 2.7837 -0.0334 0.9610 1.0579 -1.27
H -0.0822 -2.6242 3.2995 -0.2369 -0.0930 -0.1222 0.39
H 0.3875 3.7238 -1.5996 -0.3517 -0.5482 -0.3228 0.35
H 0.5968 -1.3462 -2.8180 0.5087 -0.1789 -0.1690 0.48
```
Positions in Å, forces in eV/Å.

The value obtained for the strongest force on any atom is 3.1 eV/Å. As for the charge: 0. As for the energy above the lowest of the compared OMol25 structures with the same formula, charge and spin: 0.000 eV. The calculation puts the frontier orbital gap at 9.24 eV. The total energy comes out at -27202.4255 eV.

A cluster of 2 separate species, C9H19O2P in total at a distorted geometry. Source: the Open Molecules 2025 dataset; level of theory: ωB97M-V with the def2-TZVPD basis set.

XYZ file:
```
31
Properties=species:S:1:pos:R:3:forces:R:3:mulliken_charge:R:1
C -1.4132 1.9254 1.8075 2.5708 -2.8881 -1.8547 -1.09
H 1.3241 0.1813 -1.9960 -0.0007 0.0975 -0.1123 0.34
H -1.5822 -1.2426 2.1434 0.1182 -0.0114 0.3944 -0.02
H -3.0289 1.6287 -1.3853 -0.0027 0.1207 0.0012 0.23
H 3.2999 1.3265 -0.8054 0.0239 0.1226 -0.0631 0.43
C 1.5660 -0.6811 -1.3778 0.0135 0.0411 0.1088 -1.58
H 3.7343 0.8412 0.8395 0.0588 0.0680 0.1151 0.45
H 2.3566 -1.2450 -1.8684 0.1144 -0.0620 -0.0738 0.47
C 3.3817 0.4812 -0.1248 -0.1833 -0.1002 0.0343 -2.06
H -2.9744 0.5166 -2.7626 -0.0040 0.0156 -0.1285 0.38
H -0.6795 2.5767 2.2476 0.1458 0.1500 0.1541 0.40
H -4.3458 -0.3966 -0.8234 0.1571 -0.0517 0.0040 0.32
H 1.2316 -1.9356 1.0824 0.0174 -0.1506 -0.0229 0.33
H 2.6096 -1.1700 1.8847 0.0488 0.0131 0.0992 0.37
C -2.6791 0.6575 -1.7267 -0.0451 -0.1765 0.3111 -0.76
H 4.1264 -0.2047 -0.5237 0.0803 -0.0428 -0.0387 0.45
H 0.6917 -1.3165 -1.2970 -0.1436 -0.0661 -0.0396 0.33
H 1.4120 1.7076 0.8489 -0.0465 0.1760 0.0923 0.38
H 2.8627 -2.1804 0.4565 0.0814 -0.0971 -0.0317 0.42
C -0.2289 0.4525 0.8949 -3.2049 2.5516 1.8595 -0.41
O -1.0050 -2.0943 -0.0396 0.4065 -0.3377 -0.1668 -0.68
C 2.0348 -0.2349 0.0115 0.1677 -0.0913 -0.0987 2.24
P -1.3413 -0.9456 0.8110 -0.4840 0.3868 -0.0538 0.44
C 2.1942 -1.4580 0.9201 -0.0383 0.1423 -0.0108 -1.54
H -2.0044 1.3588 2.5016 -0.2401 -0.0058 0.2386 0.39
H -1.9563 2.3428 0.9809 -0.2011 0.0936 -0.1691 0.27
H -1.5920 0.6322 -1.6572 0.0772 0.0687 -0.1499 0.10
O -2.8058 -0.3610 0.4756 0.5407 0.1379 0.5744 -0.32
H -2.9605 -1.4284 -1.2761 -0.1495 0.1343 0.0993 0.33
C -3.2542 -0.4547 -0.8662 -0.3134 -0.0806 -0.8536 -0.31
C 1.0260 0.7204 0.6241 0.4348 -0.1579 -0.2184 -0.30
```
Positions in Å, forces in eV/Å.

The value obtained for the strongest force on any atom is 4.5 eV/Å. As for the charge: 0. As for the energy above the lowest of the compared OMol25 structures with the same formula, charge and spin: 0.000 eV. The calculation puts the frontier orbital gap at 10.31 eV. The total energy comes out at -23024.0506 eV.